{
  "formula": "C29H75N7O10",
  "method": "ωB97M-V/def2-TZVPD",
  "molar_mass_g_mol": 681.958,
  "total_energy_ha": -2285.39444,
  "spin_multiplicity": 1,
  "relative_energy_kcal_mol": 129.71,
  "species": ["C", "O", "C", "C", "C", "N", "H", "H", "H", "H", "H", "H", "H", "H", "H", "H", "H", "C", "O", "C", "C", "N", "C", "C", "O", "C", "H", "H", "H", "H", "H", "H", "H", "H", "H", "H", "H", "H", "H", "H", "H", "C", "O", "C", "C", "N", "C", "C", "O", "C", "H", "H", "H", "H", "H", "H", "H", "H", "H", "H", "H", "H", "H", "H", "H", "C", "O", "C", "C", "N", "C", "C", "O", "C", "H", "H", "H", "H", "H", "H", "H", "H", "H", "H", "H", "H", "H", "H", "H", "C", "O", "C", "C", "N", "C", "C", "O", "C", "H", "H", "H", "H", "H", "H", "H", "H", "H", "H", "H", "H", "H", "H", "H", "N", "C", "N", "O", "H", "H", "H", "H"],
  "coordinates": [[-4.341, -8.406, -2.123], [-3.286, -7.502, -2.171], [-3.593, -6.186, -2.598], [-2.838, -5.080, -1.845], [-3.253, -3.685, -2.465], [-1.388, -5.228, -1.941], [-4.730, -8.743, -3.099], [-5.154, -7.948, -1.544], [-4.038, -9.283, -1.474], [-3.355, -6.130, -3.682], [-4.668, -6.037, -2.486], [-3.117, -5.111, -0.777], [-3.592, -2.911, -1.679], [-3.983, -3.840, -3.273], [-2.361, -3.225, -2.912], [-1.063, -6.190, -1.872], [-1.069, -4.912, -2.870], [2.830, -0.855, -0.213], [3.880, -0.015, -0.646], [4.422, 0.757, 0.366], [5.574, 1.620, -0.188], [5.947, 2.726, 0.709], [6.989, 3.591, 0.186], [6.496, 4.759, -0.632], [5.733, 5.529, 0.254], [4.936, 6.561, -0.291], [3.213, -1.584, 0.549], [2.566, -1.479, -1.106], [2.010, -0.220, 0.161], [4.738, 0.140, 1.209], [3.604, 1.476, 0.703], [5.180, 1.990, -1.171], [6.385, 0.917, -0.280], [5.148, 3.328, 0.925], [7.638, 3.029, -0.431], [7.574, 4.002, 1.027], [5.829, 4.313, -1.405], [7.304, 5.351, -1.045], [5.504, 7.080, -1.087], [4.701, 7.283, 0.508], [4.012, 6.183, -0.744], [-6.183, 2.212, -5.283], [-4.934, 2.836, -5.276], [-4.621, 3.245, -3.928], [-3.123, 3.096, -3.603], [-2.549, 1.723, -3.636], [-1.086, 1.845, -3.972], [-0.265, 0.569, -3.814], [1.059, 0.852, -4.381], [1.996, -0.192, -4.276], [-6.992, 2.856, -4.993], [-6.165, 1.372, -4.610], [-6.254, 1.864, -6.327], [-5.168, 2.577, -3.337], [-5.021, 4.260, -3.730], [-3.016, 3.463, -2.592], [-2.571, 3.807, -4.186], [-3.017, 1.286, -4.400], [-0.694, 2.597, -3.294], [-0.939, 2.188, -5.010], [-0.639, -0.251, -4.458], [-0.225, 0.322, -2.743], [1.742, -1.043, -4.926], [2.044, -0.554, -3.218], [2.935, 0.178, -4.572], [-2.738, 0.370, 6.025], [-2.668, 0.845, 4.706], [-3.179, -0.061, 3.708], [-3.573, 0.748, 2.528], [-2.353, 1.392, 1.967], [-2.736, 2.107, 0.730], [-1.609, 2.884, 0.194], [-1.265, 4.061, 0.839], [-0.150, 4.714, 0.173], [-1.916, -0.363, 6.167], [-3.658, -0.151, 6.181], [-2.573, 1.226, 6.658], [-4.017, -0.652, 4.164], [-2.380, -0.761, 3.412], [-4.434, 1.415, 2.752], [-4.008, 0.155, 1.715], [-1.988, 2.090, 2.624], [-3.605, 2.741, 0.972], [-2.989, 1.379, -0.047], [-1.838, 3.051, -0.898], [-0.764, 2.207, 0.220], [0.707, 4.073, 0.091], [0.111, 5.543, 0.827], [-0.463, 5.105, -0.805], [0.788, -5.467, 2.209], [1.783, -4.407, 2.447], [1.496, -3.707, 3.641], [2.488, -2.601, 3.855], [2.275, -1.255, 3.260], [1.613, -0.362, 4.216], [1.192, 0.964, 3.575], [2.279, 1.584, 2.938], [3.300, 1.957, 3.804], [0.849, -6.183, 3.007], [1.129, -5.901, 1.312], [-0.188, -5.002, 2.070], [1.382, -4.343, 4.478], [0.450, -3.284, 3.599], [3.498, -2.897, 3.504], [2.673, -2.567, 4.941], [3.170, -0.844, 2.967], [2.274, -0.203, 5.127], [0.759, -0.910, 4.566], [0.744, 1.552, 4.368], [0.503, 0.850, 2.773], [4.005, 2.585, 3.244], [3.878, 1.096, 4.123], [3.075, 2.481, 4.719], [-0.320, -2.855, -0.102], [-0.884, -1.666, -0.089], [-0.464, -0.941, 1.021], [-1.627, -1.165, -0.909], [-0.652, -3.597, -0.701], [0.245, -3.057, 0.690], [0.428, -1.161, 1.477], [-0.754, 0.012, 0.982]],
  "forces_ev_per_angstrom": [[-0.6, -0.7, 1.4], [1.2, 0.3, 0.2], [-0.2, -0.2, -0.6], [-0.5, 0.3, -0.4], [0.2, 0.3, 1.2], [0.8, 0.3, -0.6], [0.3, 0.1, 0.2], [-0.3, -0.1, -0.3], [0.0, 0.8, -1.1], [-0.1, 0.2, 0.4], [-0.2, 0.2, 0.0], [0.1, -0.1, -0.4], [0.3, -1.4, -1.3], [0.0, 0.3, 0.4], [-0.2, -0.1, 0.1], [-0.4, 0.1, 0.2], [-0.3, -0.1, 0.6], [0.6, -0.7, -0.5], [0.4, -0.6, -0.9], [-1.1, 2.2, 0.6], [-1.4, 0.3, -0.1], [-0.5, -0.3, 0.0], [0.2, 0.6, 0.9], [-1.3, -0.8, -0.1], [-0.6, 0.6, 0.8], [0.6, 0.2, -0.5], [-0.5, 0.7, -0.2], [-0.2, 0.7, 0.8], [0.0, -0.6, 0.0], [0.1, 0.0, 0.2], [0.8, -0.7, 0.2], [0.7, -0.4, 0.4], [0.7, 0.2, -0.5], [0.1, -0.4, -0.1], [0.9, -0.8, -0.6], [-0.1, -0.2, -0.2], [0.4, 0.6, -0.1], [0.3, 0.1, -0.4], [-0.2, 0.0, 0.3], [0.1, -0.4, -0.3], [0.0, -0.1, 0.1], [0.7, -0.6, -1.5], [0.9, 0.9, 1.0], [1.0, 0.0, -1.2], [-0.7, 0.0, 0.5], [0.7, 1.2, -0.2], [-0.7, -0.2, -0.3], [0.8, 0.0, -0.8], [-1.0, 0.5, 0.6], [-1.6, -0.9, 1.3], [-0.5, 0.6, 0.0], [-0.2, -0.6, 0.3], [-0.7, 0.0, 0.5], [-0.7, -1.0, 1.5], [0.5, -0.3, -0.1], [0.0, 0.2, 0.5], [0.5, 0.3, -0.8], [-0.2, -0.7, -0.7], [0.2, 0.1, 0.0], [-0.1, 0.2, 0.3], [-0.4, 0.1, 0.7], [0.2, -0.4, -0.4], [-0.1, 0.0, 0.1], [0.1, 0.1, -0.7], [1.2, 0.6, -0.3], [1.6, -0.6, -0.9], [-0.5, 0.2, -0.8], [0.1, -0.7, 1.3], [0.1, 0.5, -1.0], [-1.1, 0.4, -0.1], [-0.7, -0.1, 1.4], [0.5, -0.2, -2.3], [0.7, 0.9, 0.0], [-1.5, 0.3, 0.9], [-0.3, 0.2, 0.3], [-0.9, -0.1, 0.5], [-0.2, 0.1, 0.4], [0.4, 0.5, -0.5], [-0.2, 0.1, 0.1], [0.7, 0.3, 0.3], [0.4, -0.5, 0.2], [-0.3, -0.3, -0.1], [0.0, 0.1, -0.5], [-0.1, -0.1, 0.2], [0.3, 0.2, 0.8], [0.6, -0.3, -0.2], [0.4, -0.6, -0.2], [0.0, 0.1, -0.1], [0.1, -0.2, 0.1], [1.4, 2.1, 0.4], [-1.0, -0.8, 0.1], [-1.6, 1.4, -1.6], [2.2, 0.5, 0.3], [-0.3, -0.5, 0.3], [0.9, -0.1, 0.0], [0.7, -0.9, 0.5], [-0.2, 0.7, 0.2], [1.8, 0.1, -0.5], [-0.3, -0.4, 0.5], [0.1, -0.7, -1.1], [-0.2, -0.3, 0.2], [0.7, -1.1, 1.1], [0.6, 0.1, -0.3], [-0.6, -0.4, -0.1], [-0.3, 0.5, 0.1], [-0.6, -0.4, 0.2], [-0.7, 0.1, -0.8], [-0.8, 0.0, 0.3], [-0.1, 0.6, 0.1], [-0.9, -0.5, -0.3], [-0.2, -0.1, 0.0], [0.3, -0.4, 0.1], [-1.0, 0.4, 0.3], [0.3, -1.9, -0.7], [0.6, 2.3, 1.2], [0.2, -0.4, 0.1], [-0.8, -0.3, -0.6], [0.1, -0.2, -0.2], [0.4, -0.6, 0.3], [-0.5, 0.2, -0.2], [-0.1, 0.6, 0.4]]
}

{
  "formula": "C29H76O9",
  "method": "ωB97M-V/def2-TZVPD",
  "molar_mass_g_mol": 568.918,
  "total_energy_ha": -1827.61184,
  "spin_multiplicity": 1,
  "relative_energy_kcal_mol": 12.66,
  "species": ["C", "C", "C", "O", "H", "H", "H", "H", "H", "H", "H", "H", "C", "C", "C", "O", "H", "H", "H", "H", "H", "H", "H", "H", "C", "C", "C", "O", "H", "H", "H", "H", "H", "H", "H", "H", "C", "C", "C", "O", "H", "H", "H", "H", "H", "H", "H", "H", "C", "C", "C", "O", "H", "H", "H", "H", "H", "H", "H", "H", "C", "C", "C", "O", "H", "H", "H", "H", "H", "H", "H", "H", "C", "C", "C", "O", "H", "H", "H", "H", "H", "H", "H", "H", "C", "C", "O", "C", "C", "H", "H", "H", "H", "H", "H", "H", "H", "H", "H", "C", "C", "O", "C", "C", "H", "H", "H", "H", "H", "H", "H", "H", "H", "H"],
  "coordinates": [[6.065, 1.036, -1.694], [5.159, 1.377, -0.516], [4.766, 2.806, -0.528], [3.952, 0.639, -0.643], [6.489, 0.029, -1.596], [6.955, 1.685, -1.668], [5.570, 1.184, -2.648], [5.653, 1.120, 0.423], [4.164, 2.972, 0.373], [4.247, 3.197, -1.397], [5.660, 3.430, -0.395], [4.178, -0.304, -0.795], [-0.452, -0.576, -0.315], [0.929, -0.767, 0.315], [1.020, -0.141, 1.682], [1.335, -2.167, 0.377], [-0.434, -0.479, -1.405], [-0.866, 0.377, 0.022], [-1.093, -1.415, -0.045], [1.689, -0.281, -0.302], [0.756, 0.914, 1.652], [2.051, -0.130, 2.062], [0.425, -0.622, 2.468], [0.646, -2.640, 0.889], [5.111, -2.798, 0.625], [4.582, -3.179, -0.750], [3.966, -4.582, -0.822], [3.653, -2.194, -1.204], [5.680, -3.614, 1.106], [4.353, -2.530, 1.366], [5.819, -1.962, 0.569], [5.410, -3.204, -1.465], [3.235, -4.784, -0.035], [4.751, -5.338, -0.775], [3.448, -4.649, -1.782], [2.823, -2.176, -0.660], [-2.173, -5.539, 1.434], [-1.987, -4.072, 0.989], [-3.283, -3.295, 1.088], [-0.926, -3.417, 1.746], [-3.101, -5.914, 1.008], [-2.224, -5.536, 2.534], [-1.333, -6.163, 1.148], [-1.706, -4.072, -0.078], [-4.061, -3.728, 0.459], [-3.198, -2.250, 0.798], [-3.564, -3.247, 2.152], [-0.758, -3.967, 2.518], [0.004, -1.945, 6.791], [0.561, -0.636, 6.281], [-0.137, 0.563, 6.845], [1.956, -0.482, 6.662], [0.543, -2.794, 6.348], [-1.074, -2.037, 6.711], [0.290, -2.036, 7.851], [0.414, -0.586, 5.187], [-1.186, 0.588, 6.546], [0.413, 1.478, 6.633], [-0.150, 0.540, 7.947], [2.447, -1.258, 6.344], [2.615, 0.513, -5.702], [1.805, 0.488, -4.421], [2.114, -0.724, -3.570], [2.116, 1.724, -3.617], [2.888, 1.529, -5.968], [2.079, 0.032, -6.532], [3.545, -0.067, -5.628], [0.722, 0.512, -4.602], [3.165, -0.682, -3.250], [1.979, -1.678, -4.083], [1.537, -0.716, -2.643], [2.690, 1.490, -2.871], [-0.161, 4.111, 0.980], [-1.464, 3.944, 1.695], [-1.325, 3.938, 3.231], [-2.367, 4.998, 1.263], [-0.362, 4.064, -0.093], [0.571, 3.348, 1.224], [0.202, 5.114, 1.214], [-1.910, 2.975, 1.392], [-0.882, 4.906, 3.533], [-0.640, 3.180, 3.592], [-2.294, 3.914, 3.738], [-2.895, 5.185, 2.044], [-2.453, 1.689, -3.464], [-3.292, 2.232, -2.312], [-3.786, 3.527, -2.535], [-2.858, 4.590, -2.446], [-3.235, 5.640, -3.454], [-1.898, 0.818, -3.114], [-3.123, 1.314, -4.242], [-1.785, 2.437, -3.882], [-4.155, 1.567, -2.287], [-2.695, 2.116, -1.396], [-2.872, 4.978, -1.420], [-1.817, 4.309, -2.658], [-3.108, 5.260, -4.465], [-2.580, 6.505, -3.302], [-4.257, 5.993, -3.319], [-5.192, 0.369, 0.832], [-5.445, -0.462, -0.430], [-4.228, -0.947, -0.896], [-4.334, -1.842, -1.972], [-2.973, -2.206, -2.448], [-6.136, 0.737, 1.230], [-4.623, -0.158, 1.591], [-4.607, 1.247, 0.521], [-6.114, -1.316, -0.186], [-6.001, 0.120, -1.181], [-4.886, -2.743, -1.679], [-4.850, -1.302, -2.778], [-2.447, -1.357, -2.863], [-3.061, -3.019, -3.172], [-2.378, -2.624, -1.631]],
  "forces_ev_per_angstrom": [[1.2, 0.2, 0.7], [-0.2, -0.7, -1.5], [0.4, 1.4, 1.4], [-0.1, -0.8, 0.1], [-0.4, -0.1, -0.2], [-0.3, 0.0, -0.1], [-0.2, -0.1, -0.1], [0.1, 0.1, 0.1], [-0.2, 0.2, -0.3], [-0.2, -0.5, -0.2], [-0.1, -0.1, 0.0], [-0.4, 0.3, 0.0], [0.3, 0.2, -0.2], [0.2, -0.3, -0.1], [0.7, 0.3, 0.9], [-0.6, 0.6, 0.0], [0.2, -0.4, 0.1], [-0.2, -0.2, 0.2], [-0.2, 0.2, 0.1], [0.0, -0.1, 0.0], [-0.3, 0.1, -0.1], [-0.1, -0.3, -0.3], [-0.2, -0.1, -0.4], [0.3, 0.1, -0.3], [0.9, -0.3, 0.7], [-0.7, -0.3, 0.5], [-0.1, 0.3, 0.0], [-0.1, 0.3, 0.0], [-0.2, 0.1, -0.4], [-0.3, 0.0, -0.4], [-0.2, 0.0, -0.1], [-0.1, 0.4, 0.0], [0.1, 0.2, 0.1], [-0.1, 0.0, 0.0], [0.1, -0.2, 0.0], [0.8, -0.6, -0.2], [0.3, 1.1, 0.3], [0.0, -0.4, -0.6], [0.2, 0.5, 1.0], [-0.5, -0.5, -0.4], [0.0, -0.2, 0.1], [-0.3, -0.2, -0.2], [0.1, -0.1, -0.2], [0.4, 0.1, 0.4], [-0.1, -0.2, 0.2], [0.3, -0.1, -0.3], [-0.4, -0.3, -0.3], [0.1, 0.1, 0.0], [1.1, -0.4, 0.9], [0.4, 0.2, -0.2], [-0.3, 0.3, 1.3], [-0.6, -0.6, -0.6], [-0.5, 0.1, -0.4], [-0.1, -0.1, -0.3], [-0.4, 0.2, -0.1], [0.5, -0.1, 0.1], [0.2, 0.3, -0.3], [-0.2, 0.1, -0.5], [0.1, -0.3, -0.2], [-0.2, 0.3, 0.1], [0.1, -0.5, -0.5], [0.5, 0.9, 1.4], [0.6, 0.1, 0.4], [-0.4, -1.2, -0.8], [-0.2, 0.1, -0.1], [-0.1, 0.3, 0.1], [-0.1, 0.2, 0.3], [0.3, 0.3, -0.1], [-0.2, -0.1, -0.2], [-0.2, 0.1, -0.1], [-0.2, -0.1, -0.1], [-0.2, -0.2, -0.2], [-0.2, 0.7, -0.5], [-0.9, -0.8, 0.6], [0.2, 1.4, -0.5], [0.7, -0.6, 0.5], [0.2, 0.0, 0.0], [0.1, -0.1, 0.2], [0.3, -0.1, -0.1], [0.0, 0.3, 0.1], [0.0, -0.3, -0.1], [-0.2, -0.4, 0.0], [0.1, -0.5, -0.1], [-0.3, 0.2, -0.1], [-0.4, -0.2, -0.2], [0.4, -0.6, -0.5], [-0.1, -0.2, -0.1], [0.2, 0.1, 0.3], [0.1, 0.6, 0.2], [0.3, 0.1, 0.0], [0.1, 0.3, -0.2], [0.2, -0.1, 0.0], [-0.1, 0.2, 0.6], [-0.3, 0.4, 0.2], [0.0, 0.1, -0.1], [-0.2, -0.4, 0.1], [0.0, 0.0, -0.1], [0.0, -0.1, -0.2], [-0.1, -0.1, 0.0], [0.1, 0.6, -1.1], [-1.0, -0.4, 1.1], [0.7, 0.2, 0.1], [-0.4, 0.7, -0.3], [0.5, -0.9, 0.2], [0.0, -0.1, 0.1], [-0.1, -0.3, 0.0], [-0.1, -0.1, 0.2], [0.2, 0.2, 0.0], [0.3, 0.1, -0.1], [-0.2, 0.1, 0.0], [-0.3, -0.4, -0.1], [0.1, 0.1, -0.2], [0.1, 0.2, -0.3], [0.0, 0.2, 0.0]]
}